DFT (the ωB97M-V functional and the def2-TZVPD basis) results for a 2-piece molecular cluster, C2H5O2 overall at a distorted geometry.

Each line ends with the Mulliken charge.
CARTESIAN COORDINATES (ANGSTROEM)
1 O -2.901 0.216 -0.027  -1.1183
2 H -3.115 -0.630 0.368  0.1313
3 C 0.044 0.016 0.279  -0.6115
4 C 1.045 0.194 -0.613  0.1298
5 O 2.355 0.472 -0.228  -0.5182
6 H -0.770 -0.498 -0.216  0.1174
7 H 0.044 0.232 1.336  0.2793
8 H 0.916 -0.242 -1.597  0.2912
9 H 2.382 0.239 0.698  0.2991

## Properties
Frontier orbital gap = 5.8 eV
E_HOMO = -2.09 eV
Relative energy (zero: lowest compared OMol25 entry of this formula, charge and spin) = 71.98 kcal/mol
Molar mass = 61.06 Da
Net charge = -1